Entry from the Open Molecules 2025 dataset: a molecular structure, C51H78AsCsN6O in a non-equilibrium geometry (the ωB97M-V functional and the def2-TZVPD basis).

XYZ file:
```
138
Properties=species:S:1:pos:R:3:forces:R:3:mulliken_charge:R:1
Cs -1.289 -1.915 0.146 1.52 1.08 0.01 1.35
N -0.520 1.742 2.486 -0.17 -0.16 -0.11 1.04
C -1.122 1.346 3.645 0.03 0.37 0.20 -0.31
C -1.520 2.252 4.616 0.18 -0.05 -0.54 -0.72
C -2.093 1.825 5.811 -0.15 -0.43 0.32 -0.74
C -2.269 0.490 6.073 -0.15 0.28 0.27 -1.05
C -1.855 -0.471 5.131 0.11 0.10 -0.27 1.06
C -1.988 -1.859 5.344 0.20 -0.19 -0.38 -1.01
C -1.557 -2.727 4.375 -0.23 0.11 0.64 -1.51
C -0.978 -2.206 3.213 0.15 0.36 0.03 -0.17
N -0.827 -0.923 2.980 -0.01 -0.31 0.03 0.76
C -1.272 -0.051 3.905 -0.17 -0.06 0.59 0.73
H -0.640 2.699 2.188 0.01 -0.08 -0.07 -0.22
H -0.490 1.043 1.757 0.11 0.13 0.00 -0.35
H -1.393 3.308 4.428 0.02 0.13 -0.07 0.60
H -2.403 2.568 6.536 -0.03 -0.01 0.03 0.37
H -2.737 0.156 6.991 0.02 0.01 0.05 0.36
H -2.418 -2.219 6.272 -0.05 0.02 -0.02 0.38
H -1.646 -3.797 4.498 0.02 -0.04 -0.04 0.55
H -0.609 -2.878 2.452 0.08 -0.25 0.20 0.01
N 0.683 2.855 -1.170 0.12 -0.26 0.06 -0.02
C 0.479 3.967 -0.428 0.34 0.28 0.14 0.46
C -0.186 5.087 -0.966 -0.05 -0.06 -0.07 -0.45
C -0.389 6.219 -0.208 0.02 0.02 0.08 -0.41
C 0.099 6.303 1.091 -0.05 0.21 0.20 -0.68
C 0.793 5.227 1.620 -0.04 0.14 0.11 -0.25
C 0.979 4.073 0.884 0.16 -0.14 -0.07 -0.57
H 1.028 2.046 -0.668 0.10 0.14 -0.09 -0.18
H 0.015 2.622 -1.960 0.07 -0.10 0.05 0.45
H -0.558 5.034 -1.978 -0.07 -0.08 -0.07 0.24
H -0.947 7.054 -0.616 0.01 -0.02 -0.11 0.36
H -0.069 7.192 1.684 0.01 0.06 0.03 0.34
H 1.189 5.302 2.626 0.05 -0.10 0.07 0.41
H 1.528 3.229 1.302 -0.07 0.09 -0.05 0.63
C 2.401 1.239 4.331 0.03 -0.01 -0.09 -1.22
C 2.708 -0.076 3.630 0.12 -0.05 0.03 -0.13
As 2.953 0.127 1.662 0.30 -0.09 0.64 0.82
C 4.398 1.522 1.712 -0.14 -0.06 -0.06 -0.64
C 5.656 1.214 2.510 -0.13 -0.04 0.00 -1.42
C 4.124 -1.473 1.496 0.10 0.03 0.03 -0.10
C 4.791 -1.613 0.138 -0.06 0.06 0.01 -1.42
H 2.083 1.069 5.362 -0.04 0.05 0.03 0.45
H 1.602 1.761 3.804 -0.01 0.11 0.09 0.06
H 3.282 1.884 4.354 0.00 0.09 0.01 0.37
H 1.861 -0.752 3.764 0.03 -0.06 -0.11 -0.27
H 3.581 -0.557 4.087 -0.02 -0.02 -0.10 0.55
H 3.931 2.428 2.110 -0.10 -0.04 -0.08 0.44
H 4.659 1.741 0.675 -0.15 -0.03 0.04 0.50
H 5.414 0.952 3.539 0.05 -0.07 0.10 0.27
H 6.323 2.079 2.537 0.02 0.03 0.00 0.43
H 6.211 0.387 2.069 0.05 -0.09 0.02 0.28
H 3.494 -2.346 1.661 -0.11 0.03 0.09 -0.35
H 4.881 -1.456 2.288 -0.15 0.06 0.02 0.49
H 4.027 -1.706 -0.629 0.01 -0.04 -0.17 0.08
H 5.426 -2.501 0.101 0.02 -0.02 -0.01 0.52
H 5.404 -0.738 -0.089 0.06 0.03 -0.10 0.29
C -4.879 -0.109 -0.541 0.03 -0.46 0.42 -0.95
C -4.657 -0.979 0.723 -1.35 0.36 0.15 0.20
C -4.583 -0.026 1.948 -0.07 -0.47 -0.32 -0.70
O -3.607 -1.799 0.628 -1.06 -0.22 0.29 -0.74
H -5.762 0.515 -0.427 -0.17 0.24 -0.05 0.43
H -5.016 -0.749 -1.410 0.02 -0.12 -0.15 0.31
H -4.014 0.524 -0.712 0.19 0.23 -0.08 -0.03
H -5.622 -1.560 0.858 0.15 0.25 0.01 -0.02
H -3.762 0.677 1.825 0.21 0.21 -0.04 -0.21
H -4.398 -0.609 2.847 0.06 -0.14 0.20 0.22
H -5.516 0.520 2.074 -0.13 0.22 0.04 0.50
C 1.458 -8.257 0.837 -0.01 0.06 0.00 -1.75
C 1.391 -6.754 0.958 0.07 -0.09 0.12 0.99
C 1.792 -6.138 2.135 0.06 -0.18 0.13 -1.05
C 1.721 -4.746 2.220 0.01 0.02 0.18 0.85
C 2.175 -4.073 3.490 0.04 -0.01 -0.13 -1.38
C 1.277 -4.013 1.149 0.04 0.30 0.31 0.10
C 0.860 -4.588 -0.096 0.17 -0.13 -0.32 -0.48
C 0.932 -6.016 -0.113 -0.20 -0.30 -0.25 -0.57
N 0.508 -3.720 -1.025 0.45 -0.29 -0.29 -0.54
C 0.076 -3.946 -2.376 -0.05 -0.18 -0.52 2.70
C 0.880 -2.948 -3.241 -0.25 -0.25 0.18 -1.83
C -1.419 -3.578 -2.493 0.39 -0.11 -0.27 -1.74
C 0.246 -5.336 -3.037 0.02 0.23 0.22 -2.52
H 1.870 -8.706 1.742 0.02 -0.02 0.03 0.34
H 2.088 -8.547 -0.006 0.02 -0.06 -0.03 0.32
H 0.467 -8.681 0.670 -0.05 -0.05 -0.02 0.32
H 2.158 -6.722 2.973 -0.02 -0.03 0.02 0.22
H 2.054 -4.741 4.343 -0.04 0.03 0.05 0.42
H 1.611 -3.159 3.671 0.04 0.08 0.07 -0.09
H 3.234 -3.813 3.424 0.02 0.08 0.07 0.36
H 1.258 -2.926 1.197 0.14 -0.05 0.07 0.94
H 0.627 -6.575 -0.982 -0.03 0.02 -0.09 0.34
H 0.868 -1.975 -2.757 -0.01 0.16 0.00 0.19
H 0.458 -2.869 -4.243 0.00 0.07 -0.19 0.46
H 1.912 -3.287 -3.307 0.19 0.00 -0.02 0.45
H -1.567 -2.554 -2.158 -0.21 -0.21 -0.73 -0.09
H -2.014 -4.237 -1.864 -0.13 -0.05 0.08 0.17
H -1.757 -3.669 -3.527 -0.10 0.05 -0.04 0.54
H 1.257 -5.711 -2.894 0.13 -0.07 0.00 0.46
H 0.058 -5.258 -4.109 -0.03 0.05 -0.06 0.47
H -0.460 -6.055 -2.627 -0.04 -0.12 0.02 0.46
C 5.110 0.883 -4.023 -0.05 -0.01 0.00 -1.46
C 3.938 0.045 -3.502 0.25 -0.18 -0.54 0.50
C 3.479 0.528 -2.222 -0.10 -0.02 0.05 -0.28
N 3.152 0.911 -1.195 0.00 0.28 0.08 -0.18
H 5.420 0.526 -5.006 0.02 -0.02 0.03 0.39
H 5.957 0.824 -3.340 0.02 0.00 -0.03 0.36
H 4.821 1.928 -4.114 -0.02 0.06 -0.01 0.36
H 4.251 -0.995 -3.374 -0.14 0.02 -0.05 0.34
H 3.100 0.072 -4.205 0.06 -0.07 0.12 -0.04
C -5.411 4.412 -4.161 0.05 -0.04 0.06 -1.71
C -4.375 3.966 -3.161 -0.19 0.13 0.12 0.66
C -4.488 4.314 -1.821 -0.17 0.17 -0.09 -1.04
C -3.533 3.845 -0.918 0.04 -0.12 0.14 0.65
C -3.635 4.154 0.553 -0.02 -0.03 -0.06 -1.40
C -2.495 3.064 -1.363 -0.20 0.03 0.16 -0.35
C -2.283 2.757 -2.737 -0.11 0.09 -0.06 -0.36
C -3.313 3.206 -3.604 0.10 -0.23 -0.30 0.00
N -1.138 2.149 -3.044 0.36 -0.30 0.03 -0.36
C -0.843 1.528 -4.305 -0.02 -0.17 -0.32 1.72
C 0.614 1.029 -4.209 -0.41 0.07 -0.05 -2.12
C -0.899 2.447 -5.559 -0.06 -0.18 0.23 -2.04
C -1.744 0.295 -4.524 0.19 0.29 0.05 -1.54
H -6.174 5.026 -3.685 -0.08 0.08 0.01 0.36
H -5.901 3.546 -4.609 -0.06 -0.01 -0.08 0.31
H -4.950 4.991 -4.964 -0.04 0.02 -0.05 0.32
H -5.321 4.920 -1.484 -0.05 0.04 0.06 0.17
H -4.425 4.874 0.760 -0.09 0.05 -0.01 0.38
H -2.696 4.570 0.919 0.11 0.03 0.06 0.14
H -3.847 3.246 1.118 -0.02 -0.07 0.10 0.10
H -1.795 2.662 -0.641 0.00 0.04 -0.04 1.15
H -3.283 2.966 -4.656 0.05 -0.02 -0.08 0.15
H 1.290 1.881 -4.150 0.14 0.11 0.04 0.49
H 0.856 0.424 -5.086 0.10 -0.05 -0.07 0.54
H 0.736 0.425 -3.313 0.02 -0.06 0.13 0.13
H -0.564 3.449 -5.300 0.06 0.12 0.05 0.32
H -1.901 2.517 -5.973 -0.11 0.04 -0.07 0.41
H -0.249 2.052 -6.342 0.05 -0.03 -0.10 0.44
H -1.600 -0.399 -3.697 0.01 -0.09 0.05 0.14
H -1.505 -0.216 -5.459 -0.01 -0.08 -0.14 0.49
H -2.788 0.595 -4.534 -0.16 0.00 -0.03 0.35
```
Forces are in eV/Å.

Summary:
Orbital gap   4.9 eV
DFT total energy   -126527.710 eV
Charge   -2
LUMO   3.6 eV
Highest occupied orbital energy   -1.297 eV
Multiplicity   1
F_max   0.03635 hartree/bohr
ΔE to the lowest compared entry with this formula, charge and spin   44.34 kcal/mol